(1)
This record from the OMol25 dataset describes one molecule with the formula C5H6F2N2. The level of theory is ωB97M-V/def2-TZVPD.

Last columns: bonded neighbours and bond lengths (Å).
CARTESIAN COORDINATES (ANGSTROEM)
1 F 4.620 0.634 -1.000  C8 1.387
2 F 4.338 0.133 1.129  C8 1.353
3 N -0.957 -0.518 -0.090  C5 1.443, C9 1.298
4 N 1.293 -0.955 0.013  C6 1.433, C7 1.527, C9 1.413
5 C -2.191 -0.088 0.522  N3 1.443, H12 1.170, H13 1.066, H14 1.075
6 C 2.559 -0.428 -0.405  N4 1.433, C7 1.321, C8 1.547
7 C 1.904 -1.026 -1.384  N4 1.527, C6 1.321, H10 1.075
8 C 3.683 0.547 0.020  F1 1.387, F2 1.353, C6 1.547, H11 1.141
9 C 0.175 -0.225 0.474  N3 1.298, N4 1.413, H15 1.074
10 H 1.710 -1.521 -2.318  C7 1.075
11 H 3.234 1.560 0.292  C8 1.141
12 H -2.916 0.284 -0.319  C5 1.170
13 H -2.667 -0.928 0.975  C5 1.066
14 H -2.154 0.442 1.456  C5 1.075
15 H 0.104 0.145 1.480  C9 1.074

The HOMO-LUMO gap is 8.74 eV. For the HOMO energy, the calculation gives -8.2 eV. The total charge is 0.



(2)
This record from the OMol25 dataset describes a 4-piece molecular cluster, C18H33BNO4 overall. The level of theory is ωB97M-V/def2-TZVPD.

Last columns: bonded neighbours and bond lengths (Å).
CARTESIAN COORDINATES (ANGSTROEM)
1 O 3.262 -4.465 -2.696  C7 1.432, C14 1.435
2 O 0.858 -1.095 -2.536  C9 1.434, C22 1.437
3 O 1.647 1.338 0.016  B24 1.424, H42 0.988
4 O -4.139 3.156 2.931  C17 1.439, C19 1.435
5 N -1.456 1.498 1.170  C10 1.387, C23 1.389, H56 1.021
6 C -3.191 -0.257 1.289  C10 1.456, C11 1.482, H55 1.114
7 C 3.375 -3.218 -2.001  O1 1.432, C21 1.518, H25 1.092, H27 1.095
8 C 0.122 -0.170 -4.590  C9 1.517, C16 1.518, H49 1.094, H54 1.090
9 C 0.403 0.128 -3.129  O2 1.434, C8 1.517, H29 1.097, H33 1.092
10 C -2.795 1.137 1.154  N5 1.387, C6 1.456, H43 1.117
11 C -2.135 -1.278 1.486  C6 1.482, C20 1.472, H34 1.119
12 C -3.505 5.314 3.683  C15 1.517, C19 1.517, H36 1.090, H50 1.093
13 C 2.120 1.041 2.549  B24 1.593, H40 1.128, H52 1.134, H53 1.119
14 C 4.474 -5.212 -2.513  O1 1.435, C18 1.518, H28 1.095, H35 1.091
15 C -4.442 4.700 4.706  C12 1.517, C17 1.517, H26 1.090, H47 1.094
16 C -0.296 -1.629 -4.537  C8 1.518, C22 1.518, H44 1.090, H51 1.094
17 C -5.104 3.594 3.904  O4 1.439, C15 1.517, H30 1.091, H48 1.094
18 C 5.488 -4.258 -1.909  C14 1.518, C21 1.517, H46 1.094, H57 1.090
19 C -3.055 4.096 2.898  O4 1.435, C12 1.517, H32 1.095, H45 1.097
20 C -0.722 -0.865 1.501  C11 1.472, C23 1.478, H38 1.119
21 C 4.601 -3.321 -1.112  C7 1.518, C18 1.517, H39 1.091, H41 1.095
22 C 0.610 -2.177 -3.449  O2 1.437, C16 1.518, H31 1.091, H37 1.093
23 C -0.432 0.574 1.332  N5 1.389, C20 1.478, B24 1.620
24 B 1.130 1.004 1.301  O3 1.424, C13 1.593, C23 1.620
25 H 2.460 -3.029 -1.436  C7 1.092
26 H -5.158 5.406 5.125  C15 1.090
27 H 3.492 -2.427 -2.749  C7 1.095
28 H 4.257 -6.044 -1.836  C14 1.095
29 H -0.509 0.436 -2.602  C9 1.097
30 H -5.409 2.750 4.524  C17 1.091
31 H 0.162 -3.015 -2.913  C22 1.091
32 H -2.808 4.334 1.859  C19 1.095
33 H 1.161 0.903 -2.995  C9 1.092
34 H -2.377 -2.365 1.592  C11 1.119
35 H 4.800 -5.620 -3.471  C14 1.091
36 H -2.675 5.866 4.123  C12 1.090
37 H 1.571 -2.499 -3.857  C22 1.093
38 H 0.131 -1.580 1.621  C20 1.119
39 H 5.058 -2.353 -0.904  C21 1.091
40 H 2.904 1.825 2.343  C13 1.128
41 H 4.334 -3.785 -0.157  C21 1.095
42 H 1.500 0.508 -0.498  O3 0.988
43 H -3.574 1.928 1.027  C10 1.117
44 H -0.185 -2.153 -5.486  C16 1.090
45 H -2.184 3.621 3.365  C19 1.097
46 H 5.997 -3.702 -2.702  C18 1.094
47 H -3.864 4.270 5.529  C15 1.094
48 H -5.980 3.965 3.364  C17 1.094
49 H 1.039 -0.068 -5.176  C8 1.094
50 H -4.061 5.994 3.032  C12 1.093
51 H -1.342 -1.704 -4.226  C16 1.094
52 H 2.683 0.056 2.554  C13 1.134
53 H 1.635 1.223 3.541  C13 1.119
54 H -0.633 0.488 -5.021  C8 1.090
55 H -4.254 -0.587 1.249  C6 1.114
56 H -1.237 2.487 1.044  N5 1.021
57 H 6.245 -4.764 -1.309  C18 1.090

The HOMO-LUMO gap is 6.96 eV. For the HOMO energy, the calculation gives -11.2 eV. The total charge is +1.



(3)
This record from the OMol25 dataset describes a 2-piece molecular cluster, Br3OP overall. The level of theory is ωB97M-V/def2-TZVPD.

Last columns: bonded neighbours and bond lengths (Å).
CARTESIAN COORDINATES (ANGSTROEM)
1 Br -0.282 2.030 0.146  P4 2.196
2 Br -3.962 -0.524 1.263  Br3 2.264
3 Br -3.241 0.059 -0.802  Br2 2.264
4 P 0.554 0.345 -0.987  Br1 2.196, O5 1.448
5 O 1.384 -0.199 0.068  P4 1.448

The HOMO-LUMO gap (alpha / beta) is 6.70 / 6.23 eV. The expectation value of S² is 2.007. For the HOMO energy (alpha / beta), the calculation gives -7.9 / -10.2 eV. The total charge is 0. As for the multiplicity: 3.



(4)
This record from the OMol25 dataset describes one molecule with the formula H2P4S3. The level of theory is ωB97M-V/def2-TZVPD.

Last columns: bonded neighbours and bond lengths (Å).
CARTESIAN COORDINATES (ANGSTROEM)
1 S 1.739 -0.803 0.559  P5 2.102, P6 2.113
2 S -1.708 0.496 1.630  P7 1.962
3 S -0.159 -2.088 -1.757  P4 2.166, P6 2.115
4 P -0.225 0.046 -2.124  S3 2.166, P5 2.194, H9 1.392
5 P 0.958 0.858 -0.465  S1 2.102, P4 2.194, P7 2.409
6 P 0.783 -2.620 0.060  S1 2.113, S3 2.115
7 P -0.439 1.924 1.182  S2 1.962, P5 2.409, H8 1.501
8 H 0.430 1.715 2.388  P7 1.501
9 H -1.379 0.473 -1.473  P4 1.392

The HOMO-LUMO gap (alpha / beta) is 7.23 / 5.87 eV. The expectation value of S² is 2.014. For the HOMO energy (alpha / beta), the calculation gives -7.6 / -8.5 eV. The total charge is 0. As for the multiplicity: 3.



(5)
This record from the OMol25 dataset describes one molecule with the formula C30H46O3. The level of theory is ωB97M-V/def2-TZVPD.

Last columns: bonded neighbours and bond lengths (Å).
CARTESIAN COORDINATES (ANGSTROEM)
1 O 8.464 1.219 -0.681  C5 1.345, H71 0.971
2 O -7.155 -1.731 -0.671  C10 1.207
3 O 9.683 -0.557 -0.133  C5 1.207
4 C 6.178 -0.552 -0.750  C11 1.335, C29 1.490, H47 1.083
5 C 8.630 -0.105 -0.513  O1 1.345, O3 1.207, C11 1.481
6 C -0.208 1.214 0.626  C20 1.531, C24 1.511, C32 1.552, C33 1.541
7 C 7.832 -2.311 -1.323  C11 1.503, H40 1.086, H46 1.088, H50 1.090
8 C 0.718 -0.609 -0.875  C32 1.535, H36 1.087, H56 1.086, H75 1.085
9 C -4.371 0.568 -0.317  C12 1.548, C15 1.524, C26 1.545, H43 1.097
10 C -6.325 -1.017 -0.163  O2 1.207, C12 1.524, C30 1.508
11 C 7.452 -0.932 -0.862  C4 1.335, C5 1.481, C7 1.503
12 C -5.798 0.249 -0.828  C9 1.548, C10 1.524, C16 1.542, C25 1.533
13 C 3.390 -1.646 1.105  C23 1.529, H41 1.088, H42 1.086, H49 1.088
14 C -1.339 -1.390 1.146  C18 1.538, C22 1.515, H55 1.092, H72 1.093
15 C -3.579 1.437 -1.287  C9 1.524, C28 1.520, H51 1.089, H60 1.091
16 C -6.761 1.367 -0.381  C12 1.542, H53 1.088, H73 1.088, H78 1.088
17 C -3.535 -1.736 -1.043  C26 1.535, H44 1.087, H45 1.087, H74 1.086
18 C 0.124 -1.076 1.503  C14 1.538, C32 1.523, H65 1.090, H79 1.090
19 C 2.063 1.952 0.265  C20 1.538, C27 1.551, H66 1.090, H70 1.090
20 C 0.614 2.237 -0.163  C6 1.531, C19 1.538, H76 1.089, H77 1.089
21 C -4.266 -1.305 1.310  C26 1.543, C30 1.538, H48 1.090, H59 1.092
22 C -2.133 -0.303 0.449  C14 1.515, C24 1.333, C26 1.530
23 C 3.345 -0.246 0.490  C13 1.529, C27 1.539, C31 1.546, H63 1.093
24 C -1.597 0.877 0.136  C6 1.511, C22 1.333, C28 1.501
25 C -5.928 0.122 -2.350  C12 1.533, H39 1.084, H52 1.088, H57 1.086
26 C -3.566 -0.690 0.080  C9 1.545, C17 1.535, C21 1.543, C22 1.530
27 C 2.092 0.542 0.912  C19 1.551, C23 1.539, C32 1.547, H35 1.095
28 C -2.342 1.966 -0.578  C15 1.520, C24 1.501, H38 1.096, H61 1.091
29 C 5.621 0.736 -0.248  C4 1.490, C31 1.536, H37 1.094, H54 1.088
30 C -5.801 -1.247 1.232  C10 1.508, C21 1.538, H62 1.091, H68 1.092
31 C 4.619 0.529 0.898  C23 1.546, C29 1.536, H58 1.092, H64 1.089
32 C 0.704 -0.039 0.550  C6 1.552, C8 1.535, C18 1.523, C27 1.547
33 C -0.400 1.768 2.052  C6 1.541, H34 1.089, H67 1.085, H69 1.086
34 H -0.940 2.711 1.988  C33 1.089
35 H 2.140 0.640 2.001  C27 1.095
36 H 1.174 -1.596 -0.881  C8 1.087
37 H 5.111 1.234 -1.078  C29 1.094
38 H -2.634 2.731 0.151  C28 1.096
39 H -5.173 -0.532 -2.770  C25 1.084
40 H 6.960 -2.953 -1.398  C7 1.086
41 H 4.368 -2.095 0.945  C13 1.088
42 H 2.647 -2.302 0.662  C13 1.086
43 H -4.480 1.151 0.605  C9 1.097
44 H -3.080 -1.331 -1.944  C17 1.087
45 H -2.955 -2.604 -0.740  C17 1.087
46 H 8.545 -2.742 -0.623  C7 1.088
47 H 5.426 -1.279 -1.034  C4 1.083
48 H -3.961 -2.347 1.410  C21 1.090
49 H 3.211 -1.595 2.177  C13 1.088
50 H 8.319 -2.261 -2.296  C7 1.090
51 H -3.278 0.861 -2.161  C15 1.089
52 H -6.904 -0.301 -2.579  C25 1.088
53 H -6.449 2.317 -0.811  C16 1.088
54 H 6.418 1.394 0.091  C29 1.088
55 H -1.854 -1.681 2.063  C14 1.092
56 H -0.293 -0.704 -1.260  C8 1.086
57 H -5.853 1.094 -2.830  C25 1.086
58 H 5.123 0.000 1.709  C31 1.092
59 H -3.944 -0.774 2.208  C21 1.092
60 H -4.187 2.276 -1.630  C15 1.091
61 H -1.684 2.451 -1.302  C28 1.091
62 H -6.242 -2.164 1.626  C30 1.091
63 H 3.337 -0.347 -0.598  C23 1.093
64 H 4.353 1.514 1.279  C31 1.089
65 H 0.689 -2.007 1.466  C18 1.090
66 H 2.401 2.710 0.972  C19 1.090
67 H 0.546 1.960 2.547  C33 1.085
68 H -6.169 -0.416 1.838  C30 1.092
69 H -0.991 1.093 2.664  C33 1.086
70 H 2.730 1.992 -0.596  C19 1.090
71 H 9.289 1.677 -0.452  O1 0.971
72 H -1.348 -2.268 0.495  C14 1.093
73 H -7.770 1.149 -0.724  C16 1.088
74 H -4.538 -2.083 -1.275  C17 1.086
75 H 1.279 0.026 -1.552  C8 1.085
76 H 0.325 3.263 0.061  C20 1.089
77 H 0.497 2.082 -1.235  C20 1.089
78 H -6.781 1.472 0.701  C16 1.088
79 H 0.193 -0.705 2.525  C18 1.090

The HOMO-LUMO gap is 9.27 eV. For the HOMO energy, the calculation gives -8.7 eV. The total charge is 0.



(6)
This record from the OMol25 dataset describes an isolated ion of composition C8H10NS2 and charge +1. The level of theory is ωB97M-V/def2-TZVPD.

Last columns: bonded neighbours and bond lengths (Å).
CARTESIAN COORDINATES (ANGSTROEM)
1 S 3.049 1.076 0.636  C4 1.745, H19 1.350
2 S 1.614 -1.508 0.972  C4 1.772, H15 1.378
3 N 1.657 -0.034 -1.352  C4 1.493, C7 1.535, H16 1.065, H17 0.979
4 C 2.427 -0.371 -0.117  S1 1.745, S2 1.772, N3 1.493
5 C -2.852 -0.729 -0.369  C8 1.356, C10 1.437, H20 1.126
6 C -0.637 0.424 -0.556  C7 1.452, C8 1.398, C11 1.398
7 C 0.411 0.855 -1.464  N3 1.535, C6 1.452, H14 1.026, H18 1.205
8 C -1.712 -0.351 -0.999  C5 1.356, C6 1.398
9 C -1.790 0.313 1.568  C10 1.378, C11 1.411, H21 1.021
10 C -2.722 -0.561 1.052  C5 1.437, C9 1.378, H12 1.063
11 C -0.746 0.838 0.776  C6 1.398, C9 1.411, H13 1.013
12 H -3.488 -1.067 1.586  C10 1.063
13 H -0.126 1.468 1.271  C11 1.013
14 H 0.191 0.879 -2.466  C7 1.026
15 H 2.568 -2.491 0.823  S2 1.378
16 H 2.421 0.133 -2.075  N3 1.065
17 H 1.409 -0.854 -1.826  N3 0.979
18 H 0.790 1.977 -1.243  C7 1.205
19 H 2.985 0.625 1.907  S1 1.350
20 H -3.790 -1.288 -0.642  C5 1.126
21 H -1.657 0.666 2.517  C9 1.021

The HOMO-LUMO gap (alpha / beta) is 8.80 / 7.02 eV. For the HOMO energy (alpha / beta), the calculation gives -12.7 / -12.4 eV. The total charge is +1.



Question: What is the total charge in the fourth record?
Answer: 0



Copy entry 6 word for word.
This record from the OMol25 dataset describes an isolated ion of composition C8H10NS2 and charge +1. The level of theory is ωB97M-V/def2-TZVPD.

Last columns: bonded neighbours and bond lengths (Å).
CARTESIAN COORDINATES (ANGSTROEM)
1 S 3.049 1.076 0.636  C4 1.745, H19 1.350
2 S 1.614 -1.508 0.972  C4 1.772, H15 1.378
3 N 1.657 -0.034 -1.352  C4 1.493, C7 1.535, H16 1.065, H17 0.979
4 C 2.427 -0.371 -0.117  S1 1.745, S2 1.772, N3 1.493
5 C -2.852 -0.729 -0.369  C8 1.356, C10 1.437, H20 1.126
6 C -0.637 0.424 -0.556  C7 1.452, C8 1.398, C11 1.398
7 C 0.411 0.855 -1.464  N3 1.535, C6 1.452, H14 1.026, H18 1.205
8 C -1.712 -0.351 -0.999  C5 1.356, C6 1.398
9 C -1.790 0.313 1.568  C10 1.378, C11 1.411, H21 1.021
10 C -2.722 -0.561 1.052  C5 1.437, C9 1.378, H12 1.063
11 C -0.746 0.838 0.776  C6 1.398, C9 1.411, H13 1.013
12 H -3.488 -1.067 1.586  C10 1.063
13 H -0.126 1.468 1.271  C11 1.013
14 H 0.191 0.879 -2.466  C7 1.026
15 H 2.568 -2.491 0.823  S2 1.378
16 H 2.421 0.133 -2.075  N3 1.065
17 H 1.409 -0.854 -1.826  N3 0.979
18 H 0.790 1.977 -1.243  C7 1.205
19 H 2.985 0.625 1.907  S1 1.350
20 H -3.790 -1.288 -0.642  C5 1.126
21 H -1.657 0.666 2.517  C9 1.021

The HOMO-LUMO gap (alpha / beta) is 8.80 / 7.02 eV. For the HOMO energy (alpha / beta), the calculation gives -12.7 / -12.4 eV. The total charge is +1.